The following is a DFT calculation (ωB97M-V/def2-TZVPD) of 11 unconnected molecules or ions with the total composition H22O11.

Output
- Kohn-Sham gap (eV) = 9.8
- energy relative to the best compared isomer or geometry (same formula, charge and spin) (kcal per mole) = 154.9
- max |F| (eV/Å) = 8.5
- HOMO energy (eV) = -10.3
- SMILES = O.O.O.O.O.O.O.O.O.O.O
- M (u) = 198.165

Last column: natural (NBO) charge in e.
Positions of all 33 atoms, in Å:
O  -14.9131  -13.2472  -1.0565  -0.98
H  -14.3379  -13.7439  -0.6179  0.48
H  -14.2737  -12.9430  -1.7492  0.48
O  -16.0592  -13.4685  -3.6588  -0.99
H  -16.2448  -13.9775  -4.5356  0.50
H  -16.4534  -13.8830  -2.9192  0.49
O  -16.8402  -14.7962  -1.5611  -0.92
H  -16.0988  -14.5234  -1.1640  0.48
H  -16.5839  -15.7492  -1.9639  0.46
O  -15.0693  -16.1773  0.0781  -0.96
H  -16.0753  -15.8589  -0.0154  0.49
H  -15.2388  -17.0246  -0.2640  0.49
O  -16.0595  -10.7066  -0.2952  -0.95
H  -15.7577  -11.6640  -0.2446  0.49
H  -15.2163  -10.2892  -0.4550  0.46
O  -11.2752  -14.3539  -2.2142  -1.03
H  -12.1842  -14.6261  -2.5929  0.50
H  -10.5576  -15.0222  -2.1865  0.46
O  -13.2318  -15.5341  -2.9426  -0.93
H  -13.6149  -16.3675  -2.7284  0.51
H  -13.9459  -14.9876  -2.9936  0.46
O  -13.5863  -13.8716  -5.2727  -1.01
H  -13.2417  -14.7428  -4.9616  0.46
H  -13.2896  -13.3626  -4.4129  0.45
O  -13.3040  -13.2351  -3.0785  -0.92
H  -13.4774  -12.3150  -3.1156  0.49
H  -14.2260  -13.3942  -3.4048  0.52
O  -13.1263  -13.9299  0.9471  -0.93
H  -13.7766  -13.6874  1.5519  0.47
H  -13.2521  -14.9397  0.8626  0.48
O  -13.3988  -16.9822  -1.2314  -0.97
H  -12.5248  -16.6016  -1.0505  0.49
H  -13.8885  -16.1679  -0.9497  0.48

Atomic forces in eV per Å
-2.8 3.6 -3.3
4.0 -3.3 4.1
-1.0 -0.1 0.8
1.3 0.0 -4.3
0.5 1.3 2.6
-1.3 -1.0 1.2
-4.6 -6.1 -3.6
4.8 2.3 2.1
-1.1 3.4 1.3
-5.2 3.0 1.2
3.0 -0.2 0.9
0.5 -2.4 -0.4
0.5 -1.9 0.2
-0.8 1.4 -0.2
0.3 0.6 -0.1
0.7 0.3 0.5
3.2 -0.5 1.0
-1.3 0.4 -0.4
1.1 -1.3 -2.5
0.3 -1.6 0.3
-3.1 2.1 -0.5
0.8 -0.5 0.6
-0.3 0.6 -0.9
0.3 -1.2 -3.8
-1.4 1.8 1.6
1.1 2.6 0.3
-1.0 -0.8 0.1
1.4 -3.3 -2.0
-1.8 0.8 1.8
0.4 2.3 0.4
1.0 -0.4 1.5
0.5 -0.8 -0.5
0.1 -1.1 -0.3


The following is a DFT calculation (ωB97M-V/def2-TZVPD) of a molecular structure, C3H6N2S3.

Output
- Kohn-Sham gap (eV) = 9.3
- energy relative to the best compared isomer or geometry (same formula, charge and spin) (kcal per mole) = 39.1
- max |F| (eV/Å) = 3.6
- HOMO energy (eV) = -8.9
- M (u) = 166.296

Last column: natural (NBO) charge in e.
Positions of all 14 atoms, in Å:
C  5.0544  -1.0051  1.0399  -0.10
C  4.2642  0.8400  0.1577  0.20
C  -0.4030  0.8816  -0.4327  -0.76
N  4.5842  0.1442  1.2840  -0.48
N  4.4750  0.2253  -0.9846  -0.63
S  5.0473  -1.2737  -0.7226  0.58
S  3.3096  2.3044  0.4037  0.06
S  -0.4744  -0.5734  -1.5362  -0.01
H  5.2364  -1.7290  1.7866  0.22
H  -0.8336  0.6405  0.5100  0.21
H  -0.6850  1.8784  -0.9799  0.23
H  0.6190  1.2536  -0.1172  0.22
H  0.2165  -1.1600  -0.6894  0.09
H  3.3130  2.1245  1.7166  0.15

Atomic forces in eV per Å
-0.3 -0.7 -2.6
-0.3 -1.2 -0.5
1.7 3.0 -1.2
-0.2 1.4 1.6
-0.5 1.1 0.1
0.5 0.0 1.4
0.4 0.1 -0.8
-1.4 2.3 -1.5
0.5 -0.7 0.5
-1.2 0.3 0.4
-0.6 -2.1 1.1
-0.5 -1.2 -0.7
1.9 -2.2 1.9
0.0 0.0 0.3


The following is a DFT calculation (ωB97M-V/def2-TZVPD) of a molecular structure, C22H42MnN4O6.

Output
- Kohn-Sham gap (spin up / spin down) (eV) = 7.6 / 7.7
- max |F| (eV/Å) = 1.7
- HOMO energy (spin up / spin down) (eV) = -7.3 / -7.3
- spin multiplicity = 2
- ⟨S²⟩ = 0.77
- M (u) = 513.538

Last column: Mulliken charge in e.
Positions of all 75 atoms, in Å:
Mn  0.8209  0.3878  0.3021  1.10
C  -0.8046  -2.9250  2.9063  -2.01
C  0.1524  -2.2032  1.9550  -0.43
C  -0.2201  -2.5410  0.4859  -0.62
C  0.8420  -2.9931  -0.5455  2.20
C  2.0628  -3.6727  0.0707  -2.17
C  0.1687  -3.9431  -1.5331  -2.39
N  1.4211  -1.8107  -1.3604  0.17
C  0.7509  -1.2186  -2.5878  -1.38
C  -0.2514  -0.0529  -2.4665  -0.54
N  0.2280  1.2145  -1.8741  1.83
C  1.3782  1.6805  -2.6554  -0.82
C  2.6241  0.8885  -2.2153  0.09
O  3.4287  0.5108  -3.0605  -0.75
O  2.6481  0.6751  -0.9624  -0.46
C  -0.8789  2.2217  -1.7254  0.00
C  -0.8105  3.3693  -2.7423  -1.53
C  -1.1610  2.8042  -0.3012  -1.46
C  -0.0940  3.1510  0.7639  1.72
C  -0.6584  4.2958  1.6181  -1.96
C  1.2495  3.6062  0.1875  -1.80
N  0.1951  1.9661  1.6391  -0.14
C  -0.8556  1.4893  2.5624  -1.22
C  -0.9541  -0.0563  2.7252  -1.21
N  0.2525  -0.7416  2.2654  1.35
C  1.3616  -0.5095  3.1882  -0.79
C  2.6956  -0.6152  2.4137  0.27
O  3.7374  -0.5947  3.0423  -0.77
O  2.5260  -0.7445  1.1512  -0.66
H  -0.6921  -4.0042  2.7999  0.48
H  -1.8444  -2.6649  2.7020  0.41
H  -0.5831  -2.6668  3.9437  0.35
H  1.1490  -2.5915  2.1530  0.85
H  -0.7454  -1.6906  0.0645  -0.87
H  -0.9524  -3.3481  0.5211  0.98
H  1.7471  -4.4343  0.7833  0.40
H  2.6867  -2.9473  0.5920  0.49
H  2.6638  -4.1662  -0.6986  0.52
H  -0.0340  -4.8901  -1.0357  0.55
H  0.8152  -4.1524  -2.3894  0.41
H  -0.7807  -3.5354  -1.8854  0.47
H  1.7218  -1.0577  -0.7187  -0.53
H  2.3333  -2.1342  -1.6889  0.55
H  0.2092  -2.0173  -3.0863  0.69
H  1.5706  -0.9180  -3.2369  0.48
H  -1.1220  -0.3924  -1.9306  -0.22
H  -0.5557  0.1208  -3.5101  0.62
H  1.5924  2.7256  -2.4472  0.59
H  1.2233  1.5568  -3.7306  0.32
H  -1.8033  1.6879  -1.9566  0.08
H  -0.0337  4.0946  -2.5018  0.28
H  -1.7665  3.8920  -2.7384  0.46
H  -0.6442  2.9946  -3.7525  0.43
H  -1.8560  2.1225  0.1814  0.11
H  -1.7171  3.7243  -0.4897  0.62
H  -0.6868  5.2151  1.0330  0.52
H  -0.0246  4.4693  2.4913  0.36
H  -1.6718  4.0778  1.9592  0.42
H  1.0985  4.4069  -0.5360  0.30
H  1.7849  2.7853  -0.2904  0.30
H  1.8864  3.9968  0.9860  0.47
H  1.0276  2.1924  2.1724  0.50
H  -1.8255  1.8237  2.1976  0.46
H  -0.7047  1.9426  3.5441  0.61
H  -1.7975  -0.4074  2.1438  0.35
H  -1.1607  -0.2642  3.7827  0.57
H  1.3659  -1.2236  4.0173  0.44
H  1.2986  0.4904  3.6201  0.44
C  -4.1929  -1.6698  -1.2801  -0.90
O  -2.8668  -1.3108  -0.9431  0.02
C  -2.7807  -0.2045  -0.0764  -1.79
O  -1.5794  0.0523  0.1156  0.95
H  -4.1568  -2.6629  -1.7265  0.22
H  -4.6170  -0.9700  -2.0037  0.32
H  -4.8338  -1.6862  -0.3974  0.32

Atomic forces in eV per Å
1.2 -0.5 1.1
0.1 0.2 0.1
-0.1 -0.2 0.0
0.3 0.2 0.1
-0.1 -0.4 0.2
0.1 0.1 0.0
0.0 0.2 -0.1
-0.3 0.1 0.2
-0.2 0.3 -0.3
0.0 -0.1 0.0
-0.3 -0.1 0.6
0.4 -0.2 0.3
-0.4 0.4 -0.5
0.1 0.0 0.2
-0.5 -0.2 0.8
-0.3 0.3 0.0
0.0 -0.2 0.0
0.1 -0.1 0.0
-0.1 0.4 -0.1
0.0 -0.1 0.0
-0.1 -0.1 0.1
0.7 -0.8 -1.2
-0.2 -0.2 0.1
-0.3 0.0 0.2
-0.3 0.5 -0.8
0.4 0.1 -0.4
-0.4 0.0 0.7
0.0 -0.1 -0.2
-0.6 0.7 -0.8
0.0 0.0 0.0
0.0 0.0 0.0
0.0 0.0 0.0
0.0 0.0 0.0
-0.3 -0.1 -0.1
0.0 0.0 -0.1
-0.1 0.0 0.0
0.0 0.0 0.0
0.0 0.0 0.0
0.0 0.0 0.1
0.0 0.0 0.0
0.0 0.0 0.0
0.8 -0.3 -0.2
0.1 0.1 0.0
0.1 -0.1 0.1
0.1 -0.1 0.0
-0.2 0.0 0.1
0.0 0.0 0.0
-0.1 0.0 0.0
0.0 0.1 0.0
0.1 -0.1 0.0
0.0 0.0 -0.1
0.0 0.0 0.0
0.0 0.1 0.0
-0.1 0.2 0.0
0.0 0.0 0.0
0.0 0.0 0.0
0.0 0.0 0.0
0.0 0.0 0.0
0.0 0.0 0.0
0.0 0.1 0.0
0.0 0.0 0.0
0.0 0.1 0.1
0.0 0.0 0.0
0.0 0.1 0.0
0.1 0.0 0.2
0.1 0.0 0.0
0.0 0.0 0.0
-0.1 0.0 0.0
-0.2 0.0 -0.1
0.1 0.0 -0.1
-0.2 0.0 0.0
0.3 0.1 -0.2
0.0 0.0 0.0
0.0 0.0 0.0
0.0 0.0 0.0


The following is a DFT calculation (ωB97M-V/def2-TZVPD) of a single C3H13NSi2 molecule.

Output
- Kohn-Sham gap (eV) = 10.2
- energy relative to the best compared isomer or geometry (same formula, charge and spin) (kcal per mole) = 0.0
- max |F| (eV/Å) = 3.2
- HOMO energy (eV) = -9.3
- SMILES = C[SiH2]N[SiH](C)C
- M (u) = 119.316

Last column: natural (NBO) charge in e.
Positions of all 19 atoms, in Å:
C  2.8413  -0.2920  -0.7919  -1.11
Si  1.8200  0.1296  0.7633  1.34
N  0.2603  -0.6658  0.6005  -1.49
Si  -1.3805  0.0377  0.5251  1.50
C  -1.4237  1.9349  -0.1200  -1.07
C  -2.1628  -0.8756  -1.0206  -1.09
H  3.7629  -0.8414  -0.6230  0.24
H  2.1592  -1.0619  -1.2490  0.23
H  3.0109  0.4845  -1.5514  0.24
H  2.4442  -0.4968  1.9889  -0.21
H  1.7582  1.5211  0.9701  -0.20
H  0.3011  -1.6235  0.3922  0.40
H  -2.0147  -0.1988  1.9098  -0.19
H  -0.4618  2.3985  0.2158  0.23
H  -1.2528  1.8096  -1.1936  0.24
H  -2.2397  2.5482  0.2814  0.25
H  -1.4014  -1.1254  -1.7248  0.23
H  -2.4502  -1.9316  -0.7109  0.23
H  -2.9720  -0.3012  -1.4990  0.24

Atomic forces in eV per Å
-1.1 -0.9 -0.3
0.4 -2.5 -0.2
-0.5 3.1 0.3
0.3 0.2 -1.4
2.0 -1.5 1.6
-0.6 -1.1 2.1
0.2 0.2 0.2
0.6 0.7 0.0
-0.1 -0.1 0.4
0.1 0.3 -0.4
-0.4 1.4 0.2
0.1 -1.4 -0.3
0.1 0.3 -1.0
-0.7 -0.1 0.0
-0.8 0.4 0.0
0.1 -0.3 -0.7
0.8 0.5 -0.7
-0.4 1.3 -0.3
0.2 -0.5 0.3